Record 1
149
Properties=species:S:1:pos:R:3:mulliken_charge:R:1 method="wB97M-V/def2-TZVPD" total_charge=0 e_tot_ev=-87299.288 homo_ev=-8.740 smiles="C[N+](=O)[O-].C[N+](=O)[O-].C[N+](=O)[O-].c1ccccc1.c1ccccc1.c1ccccc1.c1ccccc1.COCCOC.COCCOC.COCCOC.COCCOC.COCCOC" multiplicity=1
C -0.726 -3.124 3.015 0.68
N -1.791 -4.106 3.421 1.06
O -1.615 -5.274 3.133 -0.59
O -2.783 -3.722 4.024 -0.63
H -0.739 -2.379 3.806 0.21
H -1.090 -2.789 2.044 -0.29
H 0.259 -3.570 2.905 -0.41
C -2.633 2.292 5.595 -0.68
N -2.898 1.002 4.913 0.99
O -3.853 0.966 4.163 -0.56
O -2.157 0.062 5.144 -0.52
H -1.683 2.133 6.099 0.26
H -3.396 2.412 6.361 0.31
H -2.604 3.049 4.818 0.21
C 1.796 1.024 4.350 -0.32
N 0.943 2.047 4.984 0.92
O 0.917 2.105 6.202 -0.59
O 0.315 2.745 4.202 -0.44
H 1.267 0.655 3.478 -0.31
H 1.905 0.144 4.982 0.31
H 2.805 1.372 4.140 0.40
C -1.164 -6.103 -0.017 -0.71
C 0.190 -6.292 0.273 -0.46
C 1.152 -5.615 -0.458 -0.66
C 0.787 -4.746 -1.482 0.06
C -0.530 -4.601 -1.798 -0.38
C -1.509 -5.289 -1.094 -0.22
H -1.853 -6.603 0.648 0.39
H 0.533 -6.981 1.033 0.42
H 2.209 -5.584 -0.222 0.61
H 1.542 -4.184 -2.015 0.22
H -0.890 -4.014 -2.635 0.40
H -2.546 -5.234 -1.397 0.41
C -4.338 -2.514 -3.013 -0.14
C -4.999 -2.723 -1.805 -0.67
C -5.691 -1.680 -1.188 -0.40
C -5.884 -0.473 -1.881 -0.48
C -5.149 -0.264 -3.040 -0.35
C -4.390 -1.280 -3.627 -0.48
H -3.803 -3.311 -3.514 0.41
H -5.036 -3.659 -1.265 0.38
H -6.114 -1.839 -0.205 0.44
H -6.518 0.322 -1.514 0.45
H -5.307 0.745 -3.403 0.38
H -3.938 -1.171 -4.603 0.48
C -0.696 -1.371 -0.291 -0.09
C 0.417 -0.762 0.241 0.86
C 0.229 0.144 1.289 0.59
C -1.007 0.378 1.838 0.14
C -2.116 -0.232 1.261 0.05
C -1.988 -1.009 0.135 -0.56
H -0.536 -2.169 -1.004 -0.46
H 1.431 -0.977 -0.071 -0.65
H 1.116 0.685 1.593 0.16
H -1.161 1.092 2.636 -0.04
H -3.118 0.012 1.590 0.31
H -2.864 -1.452 -0.321 -0.20
C 2.530 1.980 -1.778 0.33
C 3.099 2.387 -2.973 -0.69
C 3.193 3.711 -3.346 -0.52
C 2.796 4.678 -2.424 -0.67
C 2.286 4.305 -1.207 -0.16
C 2.168 2.950 -0.853 -0.47
H 2.361 0.955 -1.475 0.63
H 3.385 1.647 -3.712 0.43
H 3.579 4.004 -4.312 0.42
H 2.865 5.724 -2.693 0.39
H 2.069 5.051 -0.453 0.35
H 1.814 2.701 0.136 -0.04
C -3.777 7.416 0.731 -0.97
O -2.785 6.447 0.935 0.01
C -1.590 6.942 1.487 -0.71
C -0.435 6.373 0.688 -0.70
O -0.668 5.034 0.270 -0.13
C -0.303 4.117 1.308 -0.38
H -3.970 7.942 1.671 0.40
H -4.629 6.851 0.353 0.19
H -3.475 8.135 -0.038 0.32
H -1.522 6.661 2.542 0.29
H -1.459 8.027 1.421 0.48
H 0.518 6.482 1.220 0.46
H -0.223 6.957 -0.211 0.40
H -0.569 4.551 2.276 0.38
H 0.787 4.036 1.307 0.36
H -0.785 3.144 1.249 -0.38
C -0.487 -0.536 -3.926 0.15
O 0.400 -0.564 -5.004 -0.41
C 0.785 0.772 -5.317 0.45
C 1.953 0.701 -6.291 -0.96
O 1.682 0.020 -7.484 -0.36
C 2.520 0.421 -8.544 -0.76
H -0.023 -0.129 -3.019 -0.08
H -0.764 -1.536 -3.585 -0.02
H -1.431 0.008 -4.029 0.19
H 1.127 1.307 -4.428 -0.17
H -0.054 1.313 -5.762 0.27
H 2.832 0.254 -5.806 0.32
H 2.336 1.722 -6.417 0.51
H 3.552 0.541 -8.206 0.33
H 2.117 1.315 -9.025 0.28
H 2.501 -0.382 -9.282 0.25
C -1.279 2.653 -2.475 -0.47
O -2.231 3.146 -1.570 -0.44
C -3.117 2.096 -1.200 1.11
C -4.244 2.589 -0.300 -0.93
O -3.776 3.694 0.417 0.08
C -4.483 4.043 1.596 -0.90
H -0.725 1.849 -1.976 0.04
H -0.539 3.410 -2.738 0.36
H -1.763 2.284 -3.384 0.37
H -2.475 1.405 -0.643 -0.49
H -3.455 1.438 -2.005 -0.25
H -4.575 1.817 0.403 0.34
H -5.127 2.891 -0.879 0.29
H -5.324 4.718 1.397 0.26
H -3.832 4.664 2.208 0.23
H -4.921 3.219 2.164 0.38
C 6.464 -3.627 -1.047 -0.80
O 5.267 -3.879 -0.353 -0.33
C 4.091 -3.800 -1.152 0.05
C 3.812 -2.458 -1.808 -0.95
O 3.516 -1.376 -0.927 0.30
C 4.642 -0.587 -0.609 -0.93
H 6.636 -4.353 -1.845 0.30
H 7.303 -3.731 -0.357 0.26
H 6.595 -2.599 -1.396 0.33
H 3.241 -4.119 -0.552 -0.87
H 4.254 -4.490 -1.988 0.61
H 2.957 -2.634 -2.470 0.48
H 4.536 -2.130 -2.560 0.65
H 4.269 0.074 0.175 0.19
H 4.981 0.018 -1.453 0.28
H 5.438 -1.207 -0.193 0.30
C 1.074 -5.329 5.341 -0.78
O 2.066 -4.586 4.632 -0.25
C 2.443 -3.430 5.346 -0.32
C 3.447 -2.575 4.579 -0.89
O 2.953 -2.002 3.388 -0.07
C 2.982 -2.811 2.227 -0.38
H 0.676 -6.050 4.632 0.20
H 0.284 -4.664 5.700 0.36
H 1.493 -5.812 6.227 0.30
H 2.922 -3.723 6.285 0.43
H 1.599 -2.744 5.481 0.19
H 4.367 -3.130 4.371 0.42
H 3.707 -1.717 5.202 0.39
H 2.491 -3.783 2.343 0.28
H 3.965 -3.104 1.848 0.42
H 2.393 -2.292 1.474 -0.35

=====

Record 2
46
Properties=species:S:1:pos:R:3:mulliken_charge:R:1 method="wB97M-V/def2-TZVPD" de_lowest_ev=0.129 total_charge=-2 s_squared=6.01 e_tot_ev=-118855.179 homo_ev="-0.876 / -1.286" multiplicity=5
Fe -0.886 -0.129 0.688 0.42
S -1.054 -2.912 -0.157 -0.44
C 0.185 -2.823 0.982 0.32
N 0.525 -1.733 1.626 0.12
C 1.514 -1.946 2.576 -0.64
C 2.009 -0.994 3.466 -0.24
C 3.000 -1.366 4.363 -0.72
C 3.506 -2.670 4.391 -0.37
C 3.008 -3.628 3.520 -0.45
C 2.010 -3.260 2.625 0.94
S 1.161 -4.232 1.461 -0.34
H 1.604 0.013 3.439 0.14
H 3.381 -0.630 5.062 0.37
H 4.281 -2.937 5.101 0.33
H 3.383 -4.646 3.540 0.34
C -3.573 2.773 0.992 -1.39
C -2.951 2.533 -0.352 0.43
C -3.221 3.373 -1.430 -0.60
C -2.570 3.120 -2.639 -0.55
C -1.669 2.087 -2.744 -0.44
C -1.407 1.280 -1.598 1.14
N -2.102 1.511 -0.459 -0.05
N -0.516 0.287 -1.480 -0.30
Si 0.584 -0.250 -2.655 -0.25
C 1.734 1.113 -3.276 -1.05
C -0.211 -0.977 -4.204 -1.01
C 1.677 -1.581 -1.943 -0.93
H -4.457 3.409 0.905 0.42
H -2.847 3.263 1.647 0.19
H -3.826 1.831 1.477 0.22
H -3.919 4.192 -1.319 0.33
H -2.767 3.750 -3.502 0.37
H -1.149 1.889 -3.673 0.19
H 1.193 1.870 -3.854 0.33
H 2.524 0.700 -3.915 0.32
H 2.207 1.623 -2.429 0.29
H -0.751 -0.222 -4.788 0.32
H -0.924 -1.762 -3.930 0.26
H 0.557 -1.420 -4.849 0.34
H 2.071 -1.283 -0.964 0.17
H 2.523 -1.777 -2.613 0.39
H 1.113 -2.507 -1.798 0.22
S -1.495 2.141 4.653 -0.45
C -1.235 1.281 3.226 0.18
S 0.037 1.679 2.108 -0.47
S -2.256 -0.035 2.724 -0.43

=====

Record 3
11
Properties=species:S:1:pos:R:3:mulliken_charge:R:1 method="wB97M-V/def2-TZVPD" de_lowest_ev=0.648 total_charge=+1 e_tot_ev=-15523.937 homo_ev=-15.240 multiplicity=1
C 0.474 -0.049 0.969 -0.54
C -1.030 0.552 -0.826 -0.58
C 0.995 -1.197 -0.049 0.05
N -0.439 1.051 0.373 -0.26
S 0.403 -0.925 -1.552 0.09
H -0.259 -0.657 1.582 0.33
H 1.237 0.377 1.783 0.38
H -1.975 -0.109 -0.747 0.35
H -1.040 1.186 -1.618 0.44
H 1.564 -2.071 0.044 0.42
H 0.070 1.842 0.041 0.32

=====

Record 4
100
Properties=species:S:1:pos:R:3:mulliken_charge:R:1 method="wB97M-V/def2-TZVPD" total_charge=0 e_tot_ev=-71204.095 homo_ev=-5.875 multiplicity=1
Ba 2.454 0.418 -1.582 2.35
Ba -0.643 -1.443 -0.467 3.91
O 0.293 0.310 -2.259 -0.46
C 0.308 -0.943 -2.944 0.27
C -0.947 -1.738 -3.422 -0.26
O -1.888 -1.995 -2.391 -0.76
H 0.803 -1.682 -2.314 0.59
H 1.051 -0.872 -3.739 -1.20
H -0.707 -2.725 -3.818 0.25
H -1.478 -1.279 -4.256 0.28
B 1.338 -0.434 0.056 0.22
H 1.235 -1.240 -0.654 0.16
H 0.864 -0.857 0.928 -2.78
H 2.403 -0.275 0.129 -0.63
H 0.805 0.419 -0.336 0.52
C -1.828 2.440 1.929 -0.44
C -1.529 0.935 1.863 1.39
C -2.340 0.297 3.075 -1.41
C -3.826 0.219 2.809 -1.42
C -4.131 -0.564 1.468 -0.20
C -3.478 0.044 0.254 2.13
N -1.968 0.279 0.573 0.49
O -1.204 0.694 -0.538 -0.31
C -4.278 1.383 -0.081 -1.80
C -3.748 -0.931 -0.969 -2.13
C -0.002 0.698 2.147 -0.83
H -1.386 2.806 1.002 -0.62
H -1.285 2.955 2.721 0.24
H -2.860 2.790 1.908 0.44
H -2.199 0.901 3.971 0.57
H -1.920 -0.694 3.249 0.16
H -4.280 1.209 2.852 0.55
H -4.360 -0.214 3.655 0.59
H -5.220 -0.613 1.466 0.92
H -3.729 -1.557 1.668 -1.30
H -4.378 2.139 0.697 0.30
H -5.326 1.334 -0.375 0.38
H -3.750 1.857 -0.909 0.39
H -3.149 -1.841 -0.929 0.46
H -3.700 -0.262 -1.829 0.34
H -4.774 -1.297 -0.942 0.23
H 0.403 -0.312 2.221 -1.18
H 0.015 1.089 3.165 1.25
H 0.704 1.199 1.485 -0.80
C 4.162 -1.252 -5.385 -1.57
C 3.467 -1.284 -4.033 1.13
C 4.422 -1.212 -2.835 -1.39
O 3.820 -1.263 -1.571 0.17
C 4.709 -1.426 -0.423 0.00
N 2.559 -0.197 -3.976 -0.86
H 4.980 -1.972 -5.360 0.42
H 4.551 -0.285 -5.702 0.34
H 3.510 -1.505 -6.221 0.42
H 2.859 -2.185 -3.953 0.15
H 5.220 -0.477 -2.934 0.38
H 4.989 -2.135 -2.957 0.45
H 5.586 -0.783 -0.351 0.35
H 5.024 -2.465 -0.511 0.37
H 4.139 -1.150 0.465 -0.76
H 2.987 0.698 -4.165 0.30
H 1.894 -0.326 -4.726 0.28
C -3.361 -3.459 2.109 -1.67
C -2.095 -2.737 1.566 0.74
C -0.845 -3.037 2.439 -1.75
O 0.176 -2.215 1.948 0.12
C 0.965 -1.598 3.023 -0.92
N -1.941 -3.177 0.126 -0.59
H -4.244 -3.009 1.655 0.55
H -3.511 -3.405 3.187 0.43
H -3.417 -4.535 1.946 0.30
H -2.150 -1.649 1.553 -0.33
H -0.510 -4.047 2.202 0.53
H -1.125 -3.082 3.492 0.49
H 1.668 -0.859 2.638 0.76
H 1.375 -2.292 3.757 0.72
H 0.232 -1.106 3.662 0.31
H -1.751 -4.169 0.141 0.25
H -2.821 -3.161 -0.370 0.12
C -0.996 4.820 -0.643 -1.24
C 0.457 4.288 -0.502 -0.52
C 0.509 2.827 -0.037 -2.47
O 1.884 2.415 -0.083 -0.21
C 2.614 2.651 1.078 -1.07
N 1.114 4.414 -1.818 -0.66
H -1.716 4.217 -0.090 0.21
H -1.395 4.972 -1.646 0.40
H -0.948 5.816 -0.204 0.33
H 0.853 4.958 0.261 0.55
H 0.114 2.112 -0.759 0.57
H 0.012 2.603 0.907 2.28
H 2.085 2.306 1.967 0.26
H 2.625 3.728 1.239 0.37
H 3.625 2.266 0.942 0.28
H 0.335 4.006 -2.314 0.29
H 1.061 5.342 -2.215 0.32
C 3.117 0.182 2.436 1.26
Cl 4.640 -0.736 2.588 -0.22
Cl 2.199 -0.245 3.916 -0.32
H 3.359 1.244 2.478 0.49
H 2.569 -0.074 1.530 -2.00

=====

Record 5
78
Properties=species:S:1:pos:R:3:mulliken_charge:R:1 method="wB97M-V/def2-TZVPD" total_charge=0 s_squared=20.02 e_tot_ev=-131226.859 homo_ev="-8.496 / -8.568" multiplicity=9
Fe 1.623 1.681 4.024 1.01
Fe -1.696 1.414 2.493 0.73
O 0.261 0.290 2.864 0.05
C 0.473 -0.369 1.598 -0.59
C -0.062 0.389 0.265 3.50
O -1.393 0.966 0.358 -0.51
H -0.013 -1.345 1.593 0.34
H 1.546 -0.438 1.420 0.10
H -0.049 -0.398 -0.490 -1.77
H 0.600 1.183 -0.081 -1.57
C -0.753 3.185 3.980 1.18
O 0.251 3.046 4.649 -0.85
O -1.784 2.613 4.213 -0.75
O -0.497 3.116 2.780 -0.74
C 2.396 -0.599 -3.325 0.62
O 3.173 -0.091 -2.502 -0.72
N 2.726 -0.630 -4.597 -0.50
N 1.172 -1.101 -3.218 -0.29
H 3.454 0.067 -4.653 0.23
H 2.118 -0.899 -5.357 0.23
H 0.770 -1.210 -2.297 0.01
H 0.668 -1.359 -4.054 0.20
C -1.379 0.752 -4.866 0.46
O -1.055 -0.189 -5.538 -0.65
N -2.225 1.692 -5.251 -0.38
N -1.138 0.811 -3.587 0.55
H -2.481 1.600 -6.224 0.24
H -2.253 2.536 -4.697 0.19
H -0.544 0.173 -3.077 -0.14
H -1.629 1.438 -2.964 -0.02
C -4.136 -1.523 -0.868 0.59
O -5.139 -1.962 -1.409 -0.72
N -3.614 -1.887 0.298 -0.21
N -3.407 -0.539 -1.255 -0.03
H -4.018 -2.616 0.868 0.19
H -3.105 -1.148 0.763 0.06
H -2.640 -0.221 -0.680 -0.13
H -3.576 -0.113 -2.155 0.10
C 3.520 -0.973 3.661 0.78
O 3.162 0.117 4.055 -0.74
N 4.162 -1.142 2.519 -0.40
N 3.156 -2.014 4.300 -0.41
H 4.253 -0.338 1.914 0.20
H 4.605 -2.022 2.298 0.17
H 2.662 -1.802 5.155 0.28
H 3.674 -2.874 4.194 0.16
C 2.967 3.103 1.492 0.34
O 2.506 2.694 2.516 -0.34
N 4.034 3.899 1.495 -0.46
N 2.469 3.006 0.331 -0.02
H 4.322 4.299 2.376 0.24
H 4.487 4.280 0.676 0.15
H 1.608 2.479 0.293 0.03
H 2.885 3.469 -0.464 0.25
C -1.190 3.741 -2.317 0.46
O -1.437 4.570 -3.189 -0.74
N 0.011 3.391 -1.962 -0.17
N -2.120 3.033 -1.852 -0.35
H 0.193 2.690 -1.258 0.21
H 0.756 3.728 -2.555 0.16
H -1.981 2.347 -1.123 0.08
H -3.012 3.151 -2.311 0.22
C -0.839 -3.216 4.491 0.59
O -0.951 -4.408 4.631 -0.66
N -1.643 -2.479 3.823 -0.42
N 0.106 -2.551 5.067 -0.38
H -0.998 -1.806 3.434 0.07
H -2.198 -3.112 3.265 0.25
H 0.970 -3.074 5.081 0.16
H 0.138 -1.541 5.082 0.23
C -1.407 -3.352 -2.113 0.72
O -1.340 -2.473 -2.902 -0.53
N -0.866 -3.272 -0.996 -0.34
N -2.269 -4.328 -2.328 -0.46
H -0.684 -2.302 -0.779 0.06
H -1.111 -3.835 -0.194 0.26
H -2.798 -4.353 -3.188 0.22
H -2.449 -5.043 -1.638 0.14

=====

Record 6
58
Properties=species:S:1:pos:R:3:mulliken_charge:R:1 method="wB97M-V/def2-TZVPD" total_charge=-1 e_tot_ev=-57037.678 homo_ev=-3.586 multiplicity=1
C 1.020 3.202 3.935 -1.21
C 1.454 3.264 2.475 -0.26
O 1.974 2.080 1.853 -0.46
P 2.170 0.745 2.737 1.17
O 3.069 0.867 3.877 -0.76
C 0.599 -0.135 3.144 -0.26
C 0.913 -1.606 3.574 -0.35
C 0.717 -1.772 5.085 -0.77
C 1.879 -1.218 5.928 0.50
O 1.647 -0.302 6.765 -0.79
O 3.002 -1.732 5.749 -0.73
O 2.890 -0.304 1.718 -0.35
C 4.222 0.099 1.364 -0.36
C 5.182 -1.060 1.663 -1.15
H 1.883 3.069 4.584 0.35
H 0.218 2.504 4.159 0.31
H 0.635 4.199 4.184 0.42
H 0.601 3.606 1.880 0.30
H 2.208 4.050 2.373 0.27
H -0.005 -0.121 2.217 0.04
H 0.078 0.314 3.985 0.35
H 0.225 -2.276 3.045 0.25
H 1.919 -1.911 3.287 0.21
H -0.193 -1.249 5.407 0.28
H 0.553 -2.824 5.340 0.40
H 4.545 1.023 1.837 0.33
H 4.226 0.241 0.278 0.37
H 4.638 -1.945 1.991 0.26
H 5.738 -1.349 0.766 0.33
H 5.915 -0.815 2.432 0.32
C -3.185 -1.115 -0.976 -1.04
C -3.476 -2.186 -1.713 0.39
C -2.411 -3.094 -2.237 1.04
O -2.748 -4.066 -2.894 -0.67
C -1.027 -2.770 -1.943 -0.77
C -0.727 -1.693 -1.202 0.30
C -1.801 -0.795 -0.656 1.02
O -1.487 0.163 0.023 -0.61
O 0.528 -1.370 -0.916 -0.58
O -4.733 -2.517 -2.037 -0.62
H -3.949 -0.453 -0.594 0.41
H -0.266 -3.426 -2.341 0.46
H 0.489 -0.562 -0.368 0.26
H -4.659 -3.330 -2.570 0.35
C -3.034 0.004 -5.355 -1.01
C -3.059 0.578 -6.564 0.37
C -2.474 1.940 -6.805 0.96
O -2.513 2.395 -7.933 -0.63
C -1.893 2.647 -5.675 -0.90
C -1.870 2.076 -4.464 0.28
C -2.432 0.703 -4.231 0.78
O -2.365 0.232 -3.111 -0.25
O -1.353 2.683 -3.401 -0.60
O -3.598 -0.016 -7.625 -0.58
H -3.450 -0.977 -5.171 0.49
H -1.490 3.634 -5.857 0.43
H -1.457 2.063 -2.653 0.33
H -3.482 0.608 -8.366 0.35

=====

Calculated largest force on an atom in order - 0.0348 0.0065 0.1076 0.2437 0.1853 0.0444 Eh/bohr